{
  "formula": "C5H5BrClN",
  "method": "ωB97M-V/def2-TZVPD",
  "symbols": ["C", "C", "C", "C", "C", "N", "Cl", "Br", "H", "H", "H", "H", "H"],
  "coordinates": [[-1.482350, -0.338569, 0.085899], [-0.556089, -0.946749, 0.887387], [-1.031503, 0.522985, -0.956055], [0.939964, -0.792126, 0.901739], [-0.094863, 1.507945, -0.891296], [1.564817, -0.071310, 0.077407], [0.412706, 2.483188, 0.479943], [3.303946, -0.424159, -0.097181], [-2.540661, -0.632979, 0.098935], [-0.949223, -1.765700, 1.600371], [-1.206078, 0.111753, -1.852668], [1.407663, -1.573990, 1.481963], [0.231665, 1.919716, -1.816440]],
  "forces_ev_per_a": [[1.0671, -1.1119, 1.6484], [-1.4167, -0.3986, 1.2034], [2.3541, 2.8297, 2.8579], [-2.0290, -1.4159, -0.5657], [-2.1322, -0.2455, 0.1270], [-0.8960, 0.4012, 0.1422], [-0.5479, -0.6473, -0.6655], [2.1010, -0.2700, -0.0553], [0.5597, -0.0803, 0.1335], [0.8088, 1.5142, -1.0625], [-0.8100, -0.8079, -3.6983], [0.4318, -0.0563, 0.3470], [0.5094, 0.2886, -0.4123]],
  "e_lumo_ev": -0.12,
  "gap_ha": 0.322,
  "e_homo_ev": -8.9,
  "total_charge": 0
}

***

{
  "formula": "C4H6N2O",
  "method": "ωB97M-V/def2-TZVPD",
  "symbols": ["H", "N", "C", "C", "N", "C", "C", "O", "H", "H", "H", "H", "H"],
  "coordinates": [[0.442401, -3.126864, -0.722487], [0.519903, -2.185118, -0.337039], [-0.546764, -1.531902, -0.558926], [-0.705760, -0.120711, -0.116819], [-2.018899, 0.383225, -0.207736], [0.339694, 0.596634, 0.239481], [1.386293, 1.371881, 0.326730], [2.158167, 1.523009, 1.446935], [-1.426361, -1.948205, -1.071310], [-2.722994, -0.195908, 0.234063], [-2.085461, 1.336581, 0.124911], [1.660811, 1.991400, -0.527890], [2.998974, 1.905977, 1.170087]],
  "forces_ev_per_a": [[0.0129, 0.0824, 0.0236], [-0.4012, 0.0495, -0.1567], [0.1984, -0.0905, 0.0631], [0.2511, 0.1020, 0.0127], [-0.0580, 0.0477, 0.2031], [0.0101, 0.0930, -0.0226], [-0.3004, -0.0936, -0.2951], [0.0945, 0.0763, 0.0032], [0.1373, 0.0282, 0.0404], [0.0780, 0.0095, -0.0383], [-0.0213, -0.1293, -0.0183], [0.1423, -0.1699, 0.0313], [-0.1438, -0.0054, 0.1537]],
  "e_lumo_ev": 0.61,
  "smiles": "[H]/N=C/C(N)=C=CO",
  "gap_ha": 0.337,
  "e_homo_ev": -8.5,
  "total_charge": 0
}

***

{
  "formula": "C4H8N",
  "method": "ωB97M-V/def2-TZVPD",
  "symbols": ["C", "N", "C", "C", "C", "H", "H", "H", "H", "H", "H", "H", "H"],
  "coordinates": [[0.548931, -1.136476, -1.491679], [0.736526, -0.040608, -0.894647], [-0.085335, 0.399414, 0.242388], [-0.562186, 1.629439, 0.098127], [-0.332782, -0.484697, 1.409148], [1.134079, -1.455420, -2.340780], [-0.212527, -1.814116, -1.127012], [1.466882, 0.627566, -1.095239], [-0.338020, 2.165642, -0.821278], [-1.139779, 2.216924, 0.793234], [0.406155, -1.273452, 1.554510], [-0.308582, 0.121545, 2.312074], [-1.313356, -0.955764, 1.361150]],
  "forces_ev_per_a": [[0.2433, -0.6516, -0.2716], [-0.7700, -0.0605, 1.2403], [-0.4092, 1.0826, 0.0962], [0.6019, 0.2996, -0.8119], [0.1237, -0.5850, 0.3285], [0.2720, 0.2244, -0.0818], [-0.1774, 0.1317, 0.0576], [0.2901, -0.0637, -0.7262], [0.0000, 0.0175, 0.0636], [-0.1337, -0.4714, 0.3797], [0.0911, 0.0558, -0.2000], [-0.0800, 0.0555, -0.0093], [-0.0519, -0.0348, -0.0651]],
  "e_lumo_ev": -5.41,
  "smiles": "C=[NH+]C(=C)C",
  "gap_ha": 0.347,
  "e_homo_ev": -14.8,
  "total_charge": 1
}

***

{
  "formula": "C4H5NOS2",
  "method": "ωB97M-V/def2-TZVPD",
  "symbols": ["C", "C", "C", "S", "N", "S", "C", "O", "H", "H", "H", "H", "H"],
  "coordinates": [[0.820396, 0.247790, -1.854302], [0.192601, -0.021728, -0.625713], [-0.290797, 1.148612, 0.061107], [-1.203680, 2.279918, -0.516017], [-0.163253, -1.225133, -0.307345], [-1.374288, -1.435194, 0.892343], [-0.614988, -0.996966, 2.385189], [0.589685, -0.776866, 2.408376], [0.417778, 1.203383, -2.360429], [2.012078, 0.151544, -1.634102], [0.788463, -0.667925, -2.634290], [0.289785, 1.355829, 0.981395], [-1.463781, -1.263263, 3.203788]],
  "forces_ev_per_a": [[4.3778, -1.5163, -4.5660], [-3.1975, -2.5959, 1.0472], [2.1092, 0.8890, 2.1964], [-1.5150, 1.1231, -0.6755], [0.0356, 0.5447, -0.2030], [-0.0581, 0.3384, -0.5482], [0.4670, -1.5679, 0.0677], [-2.0926, 0.4139, 1.3256], [1.2132, -1.5084, 0.9416], [-2.4654, 1.2232, -0.6748], [-0.4987, 1.9838, 1.8744], [-0.6145, -0.3595, 0.0206], [2.2392, 1.0318, -0.8061]],
  "e_lumo_ev": -1.01,
  "smiles": "C/C(C=S)=N/SC=O",
  "gap_ha": 0.299,
  "e_homo_ev": -9.2,
  "total_charge": 0
}

***

{
  "formula": "C5H14",
  "method": "ωB97M-V/def2-TZVPD",
  "symbols": ["C", "C", "C", "H", "H", "H", "H", "H", "H", "H", "H", "C", "C", "H", "H", "H", "H", "H", "H"],
  "coordinates": [[-1.308666, 1.460811, 0.805761], [-0.138353, 1.668479, 1.814832], [1.124286, 0.954940, 1.411661], [-1.011590, 0.875239, -0.054544], [-2.194420, 1.035157, 1.264651], [-1.534782, 2.423324, 0.330134], [-0.521211, 1.315206, 2.780025], [-0.060466, 2.735462, 2.015503], [0.963117, 0.024904, 0.869239], [1.712210, 0.609390, 2.276899], [1.873964, 1.546868, 0.882017], [-0.493492, -1.505468, -1.769777], [0.792068, -2.382767, -2.048930], [-0.617728, -0.995563, -2.720980], [-1.333666, -2.059574, -1.378803], [-0.181467, -0.760239, -1.047760], [0.688162, -2.750696, -3.061672], [0.862419, -3.222891, -1.360988], [1.665853, -1.764085, -1.872644]],
  "forces_ev_per_a": [[0.6821, 1.0743, -0.3536], [-1.7007, -0.2817, 0.1671], [1.5351, -0.4028, 0.8486], [0.0700, -0.5363, 0.0903], [-0.1037, 0.0245, -0.0589], [-0.4229, -0.0842, 0.3144], [0.3645, -0.3465, -0.0810], [0.6164, 0.0957, -0.3075], [-0.3284, 0.1394, -0.2781], [-0.3080, 0.2128, 0.1148], [-0.4338, 0.1766, -0.4010], [2.3038, -0.2527, -0.2356], [-1.4704, 0.2540, 0.8110], [-0.9223, 0.1599, 0.1367], [-0.3139, -0.0574, -0.3300], [-0.3478, 0.1616, 0.2206], [0.5730, -0.1819, -0.1543], [-0.0118, -0.1244, -0.0249], [0.2187, -0.0308, -0.4785]],
  "e_lumo_ev": 1.13,
  "smiles": "CCC.CC",
  "gap_ha": 0.449,
  "e_homo_ev": -11.1,
  "total_charge": 0
}

***

{
  "formula": "C4H8N",
  "method": "ωB97M-V/def2-TZVPD",
  "symbols": ["C", "C", "C", "C", "N", "H", "H", "H", "H", "H", "H", "H", "H"],
  "coordinates": [[0.621703, 0.961968, 0.757185], [1.689283, 0.376490, 1.102205], [-0.635752, 1.153110, 0.039676], [-0.767832, -1.281839, -0.562317], [-0.655709, 0.089136, -0.958170], [2.116319, -0.501157, 0.620888], [2.297602, 0.723646, 1.928796], [-1.497975, 1.047408, 0.704593], [-0.676290, 2.125532, -0.457131], [0.193930, -1.806128, -0.555270], [-1.224793, -1.357448, 0.421716], [-1.413631, -1.782573, -1.287723], [-0.046855, 0.251854, -1.754449]],
  "forces_ev_per_a": [[-1.6182, 1.6739, 0.5157], [1.6388, -0.9007, 0.4004], [0.2468, -0.1265, 0.0148], [-1.0717, -0.0085, 0.1939], [0.7314, -0.7522, -0.0525], [-0.0606, -0.2384, -0.1887], [0.1113, 0.2096, 0.1549], [0.0641, -0.1140, -0.0439], [0.0379, -0.0986, -0.0575], [0.1601, 0.2795, -0.2568], [0.0303, 0.0981, -0.0065], [0.0552, -0.2070, -0.1444], [-0.3254, 0.1847, -0.5295]],
  "spin_multiplicity": 3,
  "e_lumo_ev": [-3.36, -8.36],
  "gap_ha": [0.348, 0.239],
  "e_homo_ev": [-12.8, -14.9],
  "total_charge": 1
}

***

{
  "formula": "C11H25ClNO2P2Tl",
  "method": "ωB97M-V/def2-TZVPD",
  "symbols": ["C", "C", "N", "C", "C", "C", "C", "P", "Tl", "P", "C", "O", "O", "H", "H", "H", "C", "C", "H", "H", "H", "H", "C", "C", "H", "H", "H", "H", "H", "H", "H", "H", "H", "H", "H", "H", "H", "H", "H", "H", "H", "H", "Cl"],
  "coordinates": [[0.717048, -2.826464, -1.239794], [0.719036, -1.444275, -0.968890], [0.543276, -0.975648, 0.286971], [0.295729, -1.836932, 1.281788], [0.293975, -3.226323, 1.083864], [0.508470, -3.725971, -0.199244], [0.892868, -0.461814, -2.080607], [1.479730, 1.162347, -1.496324], [0.010339, 2.656439, 0.476975], [-0.707391, 0.399440, 2.666684], [0.018639, -1.294087, 2.677049], [-1.419087, -0.105406, -3.197636], [-1.897942, 2.133058, -2.257658], [0.865817, -3.151164, -2.268477], [0.113946, -3.861611, 1.951820], [0.500475, -4.801319, -0.373020], [3.199988, 0.818368, -1.013214], [1.684188, 2.113227, -3.048175], [-0.669663, -1.965045, 3.212551], [0.952637, -1.236318, 3.257246], [-0.248037, -0.264999, -2.643820], [1.508918, -0.874666, -2.891441], [-0.566518, 0.756810, 4.457281], [-2.476097, -0.106088, 2.679662], [-1.674028, 2.099824, -1.270322], [-2.770318, 2.564421, -2.313149], [-1.769796, 0.824182, -2.785574], [-1.985275, -0.834179, -2.892102], [-1.595280, 0.517046, 0.155564], [-1.914777, 0.806608, -0.479192], [3.780237, 0.462632, -1.876183], [3.635429, 1.751848, -0.629022], [3.211374, 0.060860, -0.221545], [2.281371, 1.547281, -3.780753], [0.696794, 2.356013, -3.473359], [2.197540, 3.053757, -2.791211], [-2.675478, -0.677503, 3.597124], [-3.101785, 0.796281, 2.665398], [-2.697964, -0.718480, 1.798878], [-1.287757, 0.150058, 5.020869], [0.454209, 0.542836, 4.799445], [-0.790122, 1.822376, 4.603007], [-0.314718, 4.992580, -0.481460]],
  "forces_ev_per_a": [[-0.1239, 0.1424, 0.1972], [0.1731, -0.2368, 0.0769], [-0.2746, -0.2650, -0.1866], [0.0969, -0.6186, -0.0982], [-0.1189, 0.4372, 0.1095], [0.0141, 0.2586, 0.0534], [-0.7545, 0.1890, -0.1458], [-0.0895, -0.4360, -0.7147], [0.4024, 0.3206, 0.9381], [-0.1143, -0.6507, 0.3823], [0.2164, -0.0784, -0.1500], [-2.5222, 1.0032, -0.2507], [-0.2978, 0.6713, 1.7345], [-0.0133, -0.0437, 0.2611], [0.0463, -0.0042, -0.3713], [0.0327, 0.2389, -0.0300], [0.3027, 0.2743, 0.0761], [0.1313, -0.0342, -0.0918], [0.3120, 0.0021, -0.0841], [-0.1501, -0.0930, -0.1951], [2.5474, -0.4894, 1.3018], [0.0877, 0.0830, 0.2067], [-0.0166, 0.2027, 0.1616], [-0.1542, 0.1339, 0.0043], [-0.4840, 0.5274, -2.0649], [0.4995, -0.0134, 0.0398], [0.5267, -1.7853, -0.8813], [0.1256, 0.4069, -0.1426], [-0.3263, 0.1804, -0.6985], [0.0694, -0.8709, 0.9385], [-0.0813, 0.0739, 0.2354], [0.1060, -0.3171, -0.0681], [0.0063, 0.1744, -0.1324], [-0.1733, 0.2440, 0.1320], [0.3901, -0.0658, 0.1659], [-0.2097, -0.2656, -0.2088], [-0.1366, 0.0591, -0.2990], [-0.0075, -0.2842, -0.0224], [-0.0688, 0.1161, 0.1511], [0.2835, 0.1569, 0.0637], [-0.2527, 0.1899, 0.0013], [0.1005, -0.2829, 0.1873], [-0.1005, 0.7493, -0.5822]],
  "e_lumo_ev": 0.13,
  "gap_ha": 0.251,
  "e_homo_ev": -6.7,
  "total_charge": 0
}

***

{
  "formula": "C2H5Cl2N",
  "method": "ωB97M-V/def2-TZVPD",
  "symbols": ["C", "C", "N", "Cl", "Cl", "H", "H", "H", "H", "H"],
  "coordinates": [[-0.663527, 0.406778, 0.796558], [-0.169840, -0.677812, 0.124436], [0.966381, -1.413747, 0.192454], [-1.021789, -1.026173, -1.380141], [-0.374564, 2.601071, -1.640447], [-0.361740, 0.715604, 1.789322], [0.253958, 1.878333, -0.890761], [-1.428641, 0.948789, 0.400744], [0.983509, -2.397632, -0.071893], [1.816253, -1.035210, 0.679729]],
  "forces_ev_per_a": [[0.6667, 3.6876, 4.2151], [0.6944, -5.8745, -4.0549], [1.8602, 1.0420, 1.6633], [-0.1970, 0.1166, 0.0060], [-1.2253, 1.6627, -1.7090], [0.1350, -0.3714, 0.0272], [1.2668, -1.4495, 1.5557], [-1.9207, 1.2178, -1.0591], [-0.0811, 0.6131, 0.0833], [-1.1989, -0.6444, -0.7277]],
  "spin_multiplicity": 3,
  "e_lumo_ev": [0.78, -1.91],
  "gap_ha": [0.217, 0.313],
  "e_homo_ev": [-5.1, -10.4],
  "total_charge": 0
}